{"formula": "C19H29BN2O2V", "method": "ωB97M-V/def2-TZVPD", "spin_multiplicity": 4, "s_squared": 3.7847, "species": ["C", "C", "H", "H", "H", "H", "H", "H", "C", "C", "C", "C", "H", "H", "H", "H", "N", "C", "C", "N", "C", "C", "C", "H", "H", "C", "H", "H", "V", "C", "H", "H", "H", "C", "C", "C", "O", "B", "O", "C", "C", "C", "H", "H", "H", "H", "H", "H", "H", "H", "H", "H", "H", "H"], "positions_angstrom": [[-4.62232, 0.18713, -0.84986], [-4.65620, 1.47946, -1.66945], [-4.75973, -0.68182, -1.50162], [-5.39946, 0.15323, -0.08259], [-3.65708, 0.08336, -0.35585], [-3.76688, 1.54228, -2.29163], [-5.52961, 1.57092, -2.31935], [-4.65228, 2.36227, -1.01950], [0.56152, -2.80633, -0.93556], [1.45897, -3.86055, -1.16872], [2.58219, -3.63331, -1.98079], [2.76029, -2.36196, -2.52027], [-0.29480, -2.93378, -0.26690], [1.30347, -4.84341, -0.71943], [3.32141, -4.41735, -2.18275], [3.66815, -2.09955, -3.08183], [0.70074, -1.58632, -1.51848], [1.78516, -1.34938, -2.30541], [1.91899, 0.01740, -2.79456], [0.96936, 0.91764, -2.36620], [1.09244, 2.24556, -2.68964], [3.12312, 1.81118, -3.93051], [2.15513, 2.71044, -3.47259], [0.31842, 2.90853, -2.29597], [2.22616, 3.77443, -3.70401], [3.01595, 0.47046, -3.55970], [3.79366, -0.24938, -3.79864], [3.97616, 2.14129, -4.53318], [-0.53834, 0.15673, -1.29294], [-1.64531, 1.84678, -1.07641], [-1.80517, 2.33995, -2.06322], [-1.00463, 2.50259, -0.45452], [-2.62505, 1.74459, -0.57577], [1.96390, -0.46232, 3.46599], [0.72016, -0.57662, 2.62533], [0.22195, -2.01406, 2.75021], [1.03747, -0.30843, 1.26397], [-0.15349, 0.22848, 0.67897], [-1.03527, 0.67124, 1.68122], [-0.38783, 0.48014, 2.94128], [-1.43427, 0.07715, 3.95249], [0.19991, 1.82467, 3.38767], [2.69418, -1.20909, 3.15202], [1.70368, -0.66286, 4.51026], [2.41816, 0.52568, 3.40520], [0.98795, -2.68984, 2.35603], [0.05780, -2.28821, 3.80082], [-0.71007, -2.19917, 2.20468], [-0.98694, -0.01244, 4.94777], [-2.21347, 0.84186, 4.00611], [-1.88598, -0.88211, 3.69624], [1.06388, 2.13412, 2.78577], [-0.55909, 2.61657, 3.33041], [0.52296, 1.76216, 4.43538]], "forces_ev_per_a": [[-0.2658, -0.0248, -0.3269], [-0.2342, 0.1141, 0.0976], [0.0083, 0.0384, 0.0950], [0.0410, 0.0311, -0.0753], [-0.0610, -0.0658, 0.1224], [-0.1846, 0.0259, -0.1230], [-0.0538, -0.2225, 0.1124], [0.0342, -0.1534, -0.1097], [0.9727, -0.9948, -0.4616], [-1.0890, 0.6655, 0.4841], [0.4910, 0.9943, -0.6496], [-0.0451, -0.1748, 0.1093], [0.2855, 0.0619, -0.2809], [-0.0802, 0.4211, -0.0457], [-0.3660, 0.3382, 0.1925], [-0.5575, -0.3855, 0.2325], [-0.8385, 0.1239, 0.1427], [0.8735, 0.1883, -0.2313], [0.5737, -0.0159, 0.1937], [0.2130, 0.3305, -0.3489], [1.1445, -0.3552, -0.6756], [0.3842, -1.3072, 0.1961], [-1.2818, 0.3003, 0.7100], [0.3505, -0.2730, -0.1881], [-0.0919, -0.3467, 0.0776], [-0.0723, 0.5295, -0.0649], [-0.1417, 0.2891, -0.2260], [-0.3909, -0.0896, 0.2905], [-0.1945, -0.6869, -1.7602], [-0.6436, 0.7004, -0.0817], [0.0445, -0.0670, 0.4930], [-0.2728, -0.0708, -0.2509], [0.8334, 0.3098, -0.0787], [0.1884, 0.1833, 0.4294], [-0.2411, -0.0381, 0.5703], [-0.1319, -0.3672, 0.0309], [-1.2825, 0.4281, -0.6666], [1.0275, -0.2264, 2.8970], [0.7064, -0.5690, -1.0057], [0.2766, 0.5269, 0.5410], [-0.0516, -0.3841, 0.2888], [0.1881, 0.2277, 0.1152], [-0.0114, 0.0383, -0.0349], [0.1292, 0.0527, -0.0136], [0.0286, -0.0835, -0.0489], [-0.0887, 0.1160, -0.0365], [-0.0020, 0.1111, -0.2084], [0.1037, 0.1329, 0.0097], [-0.0348, -0.0353, -0.0702], [0.0780, -0.0883, -0.0775], [-0.1121, 0.1268, 0.0063], [-0.2563, -0.0976, 0.0097], [0.0857, -0.3024, -0.0853], [0.0154, 0.0193, -0.2210]]}

=====

{"formula": "C19H29ClNO4RuSi2Te", "method": "ωB97M-V/def2-TZVPD", "spin_multiplicity": 5, "charge": -1, "s_squared": 6.0354, "species": ["Ru", "C", "Si", "C", "C", "C", "C", "C", "C", "C", "Si", "C", "C", "H", "H", "H", "H", "H", "H", "H", "H", "H", "H", "H", "H", "H", "H", "H", "H", "C", "N", "C", "C", "C", "C", "C", "C", "C", "C", "H", "H", "H", "H", "H", "H", "H", "H", "H", "H", "H", "H", "H", "O", "Cl", "O", "O", "O", "Te"], "positions_angstrom": [[0.08299, -0.23666, 0.10774], [0.22125, -2.34114, 3.14874], [-0.68613, -0.94354, 2.25901], [-0.73496, 0.40965, 3.57933], [-2.48719, -1.54574, 2.16649], [-3.16852, -2.05026, 3.28299], [-4.50110, -2.42995, 3.20108], [-5.18119, -2.30658, 1.99169], [-4.51510, -1.81547, 0.87618], [-3.16641, -1.43356, 0.94591], [-2.20773, -0.73229, -0.53400], [-3.14068, 0.85719, -0.99164], [-2.56334, -1.87463, -1.98486], [-0.15241, -2.42156, 4.17710], [1.30437, -2.17866, 3.19155], [0.05008, -3.29178, 2.63436], [-1.32572, 0.05624, 4.43315], [-1.18956, 1.32739, 3.19378], [0.27016, 0.66186, 3.93352], [-2.65085, -2.15121, 4.23445], [-5.01169, -2.82210, 4.07419], [-6.22553, -2.59238, 1.92363], [-5.05347, -1.72655, -0.06552], [-4.15883, 0.60568, -1.31316], [-2.64061, 1.38377, -1.81145], [-3.21002, 1.53765, -0.13734], [-3.64253, -1.89441, -2.17496], [-2.21560, -2.89393, -1.79743], [-2.05943, -1.50637, -2.88446], [4.67408, -0.78078, 0.69738], [3.73425, 0.36396, 0.66493], [4.41143, 1.59839, 0.18259], [3.07713, 0.55683, 2.00682], [2.04381, 1.64256, 1.93898], [2.29133, 2.84123, 2.60698], [1.43966, 3.92172, 2.44304], [0.36135, 3.79962, 1.57540], [0.11468, 2.59154, 0.93429], [0.92842, 1.45901, 1.11532], [5.19343, -0.83742, -0.25629], [4.10349, -1.69189, 0.84640], [5.38517, -0.61892, 1.50794], [2.96721, 0.13737, 0.00354], [5.27716, 1.78312, 0.81758], [3.71566, 2.42847, 0.23405], [4.70874, 1.44715, -0.84867], [3.88146, 0.79916, 2.70435], [2.63619, -0.40768, 2.25995], [3.15836, 2.92905, 3.25694], [1.62441, 4.85105, 2.96827], [-0.29480, 4.64596, 1.40733], [-0.74792, 2.52189, 0.28039], [2.61685, 0.97639, -1.92405], [1.43746, 0.92133, -2.77854], [1.38985, -0.33326, -3.47234], [1.44471, 2.03077, -3.69267], [0.23451, 1.05394, -1.92194], [1.39013, -2.39457, -0.27145]], "forces_ev_per_a": [[0.8823, 0.4485, -0.6194], [0.1911, -0.1505, 0.0342], [-0.4632, -0.1440, -0.0470], [0.0162, 0.2108, 0.0389], [-0.1333, -0.0424, 0.0570], [-0.0331, 0.0012, -0.0681], [0.0592, 0.0210, -0.0471], [0.0912, 0.0486, -0.0635], [0.0940, -0.0183, 0.1047], [-0.2361, -0.1150, 0.0150], [-0.6746, 0.0121, 0.4929], [0.0628, 0.1410, -0.0655], [0.2180, -0.1189, -0.2010], [0.0291, -0.0397, -0.0555], [-0.0951, -0.0097, 0.0159], [0.0431, 0.0637, 0.0519], [0.0490, 0.0273, -0.0534], [0.0216, -0.0669, 0.0767], [-0.0739, 0.0090, -0.0112], [-0.0239, 0.0134, -0.0381], [0.0031, 0.0126, -0.0103], [0.0204, -0.0086, -0.0009], [0.0308, -0.0110, 0.0622], [0.0388, 0.0432, 0.0227], [-0.0428, -0.0321, 0.0579], [0.0053, -0.0368, -0.0468], [0.0502, -0.0209, -0.0118], [-0.0149, 0.0716, -0.0019], [-0.0520, -0.0511, 0.0300], [0.0274, 0.0831, -0.0419], [0.0991, 0.1474, -0.0065], [-0.0747, -0.1139, 0.0777], [-0.0545, -0.0382, 0.0950], [0.1864, 0.0315, -0.1402], [-0.0097, 0.0370, 0.0063], [0.0377, -0.0109, 0.0184], [-0.0236, -0.0865, -0.0484], [0.1290, 0.0659, 0.1754], [-0.2231, 0.1879, 0.0794], [-0.0210, 0.0033, -0.0119], [-0.0834, -0.0547, 0.0459], [0.0003, 0.0140, -0.0366], [-0.1113, -0.0354, -0.1213], [-0.0034, 0.0015, 0.0442], [-0.0497, -0.0056, -0.0086], [0.0218, -0.0422, -0.0313], [-0.0022, -0.0401, 0.0466], [0.0068, -0.0580, -0.0432], [0.0010, 0.0066, -0.0292], [0.0006, -0.0097, -0.0027], [-0.0146, -0.0088, 0.0017], [-0.0375, -0.0053, -0.0392], [-0.1606, -0.0036, -0.1429], [-0.3176, 0.0099, -0.0707], [0.0840, 0.3220, 0.1378], [0.0825, -0.2851, 0.2340], [0.3528, -0.3490, 0.0879], [0.0944, -0.0215, 0.0060]]}

=====

{"formula": "C19H29FN2O5S", "method": "ωB97M-V/def2-TZVPD", "e_above_lowest_kj_mol": 16.4, "smiles": "O=C(NC[C@H]1C[C@@H]2CC[C@H]1N2C(=O)[C@H]1CCS(=O)(=O)C1)[C@@H](F)C1CCOCC1", "species": ["O", "C", "N", "C", "C", "C", "C", "C", "C", "C", "N", "C", "O", "C", "C", "C", "S", "O", "O", "C", "C", "F", "C", "C", "C", "O", "C", "C", "H", "H", "H", "H", "H", "H", "H", "H", "H", "H", "H", "H", "H", "H", "H", "H", "H", "H", "H", "H", "H", "H", "H", "H", "H", "H", "H", "H", "H"], "positions_angstrom": [[-2.20982, -1.55110, -1.15186], [-1.96648, -0.44748, -0.69729], [-1.54994, -0.17164, 0.55744], [-1.10646, -1.09942, 1.59268], [-0.88652, -2.53749, 1.14441], [0.25280, -2.67106, 0.09702], [1.28844, -3.53735, 0.81985], [0.76228, -4.98166, 0.89580], [-0.39272, -4.86150, 1.92702], [-0.33370, -3.37119, 2.31330], [1.10782, -3.08177, 2.20981], [2.04908, -3.32573, 3.16457], [3.20757, -3.57442, 2.88420], [1.57453, -3.21251, 4.61799], [2.74596, -3.45641, 5.58457], [3.49345, -2.13443, 5.70790], [2.17555, -0.96316, 5.95939], [1.72876, -1.08108, 7.32515], [2.48276, 0.33201, 5.41544], [0.97965, -1.81945, 4.91606], [-2.09816, 0.77665, -1.59800], [-2.23261, 1.93142, -0.81380], [-0.88711, 0.95206, -2.50587], [-0.68644, -0.22853, -3.45834], [0.47272, 0.05745, -4.39967], [0.28032, 1.25286, -5.13321], [0.17110, 2.37087, -4.27259], [-1.00875, 2.23869, -3.32359], [-1.43923, 0.80860, 0.76146], [-0.16389, -0.71291, 1.99056], [-1.83617, -1.09099, 2.40948], [-1.81879, -2.95968, 0.78014], [-0.09304, -3.12459, -0.82917], [0.66767, -1.68978, -0.14423], [2.31488, -3.43567, 0.48527], [0.42803, -5.34371, -0.07547], [1.54548, -5.64777, 1.25699], [-1.36484, -5.13140, 1.51595], [-0.21165, -5.49333, 2.79776], [-0.76392, -3.12564, 3.28190], [0.80907, -3.97651, 4.76871], [2.36071, -3.75319, 6.56060], [3.39543, -4.24012, 5.20283], [4.16818, -2.06589, 6.55796], [4.00772, -1.87798, 4.78235], [0.83473, -1.21945, 4.02149], [0.05546, -1.85661, 5.48950], [-3.01467, 0.67054, -2.18102], [-0.00337, 1.03372, -1.85795], [-0.49899, -1.15155, -2.90921], [-1.59622, -0.38308, -4.04559], [1.41065, 0.12557, -3.82769], [0.58279, -0.73909, -5.13415], [1.10168, 2.48415, -3.69627], [0.06252, 3.24463, -4.91356], [-1.93423, 2.21075, -3.90765], [-1.05540, 3.11055, -2.66972]], "forces_ev_per_a": [[0.0004, -0.0103, -0.0182], [-0.1625, -0.0009, 0.1190], [0.2927, 0.0356, -0.1381], [-0.2749, -0.0501, 0.0756], [0.1251, 0.0320, -0.0298], [0.0062, -0.0024, -0.0088], [-0.0006, 0.0104, -0.0071], [0.0194, -0.0090, 0.0089], [-0.0068, 0.0041, 0.0043], [0.0071, -0.0077, -0.0026], [-0.0336, 0.0113, -0.0103], [0.0097, 0.0103, 0.0077], [-0.0004, -0.0090, 0.0183], [-0.0099, 0.0025, -0.0166], [0.0224, 0.0269, 0.0467], [-0.0157, -0.0510, -0.0492], [-0.0096, 0.0101, 0.0374], [-0.0069, 0.0045, 0.0040], [0.0180, 0.0060, -0.0265], [0.0077, -0.0188, -0.0210], [0.0243, -0.0217, -0.0376], [0.0082, 0.0210, 0.0220], [-0.0142, -0.0109, -0.0127], [-0.0064, 0.0060, 0.0162], [0.0102, 0.0043, -0.0072], [-0.0010, -0.0003, 0.0090], [0.0013, -0.0028, -0.0002], [-0.0036, 0.0172, 0.0039], [0.0055, 0.0021, 0.0031], [0.0027, -0.0035, 0.0025], [-0.0025, 0.0000, -0.0017], [-0.0018, -0.0018, 0.0014], [0.0003, 0.0015, -0.0002], [0.0025, -0.0005, 0.0033], [-0.0034, 0.0015, -0.0030], [0.0023, 0.0043, -0.0055], [-0.0050, -0.0029, -0.0040], [-0.0028, -0.0025, 0.0039], [-0.0003, 0.0033, 0.0026], [-0.0054, -0.0038, 0.0032], [-0.0028, -0.0057, -0.0045], [0.0018, -0.0005, -0.0015], [0.0008, 0.0106, -0.0058], [-0.0051, 0.0000, 0.0063], [0.0071, 0.0104, 0.0054], [0.0028, 0.0157, 0.0025], [0.0026, -0.0209, 0.0070], [-0.0022, -0.0050, 0.0015], [-0.0012, 0.0059, -0.0002], [0.0008, -0.0037, -0.0053], [-0.0008, -0.0008, 0.0009], [-0.0014, 0.0011, 0.0006], [-0.0016, -0.0027, 0.0036], [0.0019, -0.0010, -0.0035], [-0.0007, 0.0001, 0.0013], [-0.0012, -0.0074, -0.0001], [0.0002, -0.0011, -0.0010]]}

=====

{"formula": "C19H29N3O4S", "method": "ωB97M-V/def2-TZVPD", "charge": -2, "species": ["C", "C", "C", "C", "N", "C", "C", "N", "C", "C", "C", "C", "C", "C", "C", "C", "C", "C", "C", "C", "C", "N", "H", "H", "H", "H", "H", "H", "H", "H", "H", "H", "H", "H", "H", "H", "H", "H", "H", "H", "H", "H", "H", "H", "H", "H", "H", "H", "H", "H", "H", "O", "S", "O", "O", "O"], "positions_angstrom": [[-2.40535, -2.79285, 0.75133], [-2.71019, -2.51308, -0.52077], [-1.80967, -1.64539, -1.37424], [-1.17556, -2.54355, -2.33416], [-0.69659, -3.32364, -3.02458], [-2.45674, -0.36360, -2.05206], [-3.90026, -0.39280, -1.73989], [-5.03092, -0.38786, -1.56041], [-1.89094, 0.90538, -1.36885], [-2.24581, 0.97729, 0.12358], [-1.21868, 1.71365, 0.99105], [-1.55540, 1.35728, 2.45457], [0.24270, 1.28749, 0.68668], [1.21390, 1.28380, 1.87484], [2.64182, 1.05290, 1.42986], [3.23635, -0.15348, 1.43186], [4.64205, -0.40745, 1.87644], [2.50848, -1.40948, 0.99179], [-2.39616, -0.33218, -3.60286], [-1.06665, 0.03613, -4.23755], [-0.51093, -0.93361, -5.25936], [-0.49083, 1.13149, -3.96453], [-1.88486, -2.10335, 1.40544], [-2.70009, -3.75780, 1.14708], [-3.60756, -2.95455, -0.94092], [-1.02095, -1.29713, -0.70267], [-2.36026, 1.75736, -1.86076], [-0.82422, 0.92193, -1.55525], [-3.19621, 1.51106, 0.19646], [-2.41750, -0.00215, 0.57242], [-1.32332, 2.79959, 0.93545], [-1.11326, 2.04829, 3.16561], [-2.64122, 1.37250, 2.60418], [-1.23803, 0.33532, 2.66267], [0.19871, 0.30951, 0.19797], [0.64725, 1.97603, -0.06229], [1.22639, 2.26318, 2.34716], [1.01455, 0.49499, 2.59149], [3.23209, 1.90572, 1.11004], [4.61338, -0.53478, 2.96390], [5.00395, -1.34146, 1.42613], [5.33075, 0.40465, 1.64904], [2.72672, -2.22921, 1.68884], [1.42472, -1.28988, 1.00667], [2.87586, -1.68951, 0.00488], [-3.11207, 0.42786, -3.92146], [-2.73431, -1.27986, -4.01967], [-0.70118, -1.97022, -5.00493], [-1.05306, -0.74150, -6.19221], [0.54402, -0.74434, -5.43580], [0.38364, 1.22679, -4.47603], [4.51429, 0.57559, 5.29080], [3.96021, 1.93392, 4.99083], [2.48968, 1.81204, 4.71670], [4.63489, 2.47702, 3.77225], [4.18237, 2.83595, 6.15324]], "forces_ev_per_a": [[-0.2662, -0.0907, -0.4763], [0.1333, -0.0929, 0.7335], [-0.4491, 0.9370, 0.1953], [-0.0140, -0.1171, 0.2090], [0.0584, -0.0887, -0.2415], [-0.2710, -0.2240, 0.3527], [0.3589, -0.0436, -0.2788], [-0.5115, -0.0316, 0.1018], [-0.5457, -0.2947, 0.0094], [0.1703, 0.7010, -0.3527], [0.3089, -0.5614, 1.1852], [-0.5562, 0.0218, -0.3369], [-0.5888, 0.6116, -0.0575], [0.4769, -0.2482, -1.6556], [0.2890, -0.3800, -0.4107], [-0.2859, 0.0740, -0.4995], [0.2180, -0.1020, -0.8970], [-0.2131, -0.0644, 1.8440], [0.1963, 0.4287, -0.0674], [0.7296, -0.3632, -0.1018], [-0.5959, 0.2845, -0.2249], [-0.4070, 0.1010, 0.1997], [0.9076, -0.3682, -0.2780], [-0.8150, 0.4475, 0.5000], [0.5110, -0.5581, -0.5745], [0.1252, 0.0756, -0.1284], [0.3344, 0.1354, -0.1826], [0.0513, 0.1459, 0.0217], [-0.1452, -0.1725, 0.1409], [0.1140, -0.1456, -0.1094], [-0.0073, 0.0306, -0.4486], [0.2493, -0.1713, 0.0907], [-0.0318, 0.1324, -0.0002], [0.1537, 0.0263, 0.1886], [0.2328, -0.1772, 0.1365], [0.0481, -0.1046, -0.1391], [-0.1248, -0.1566, 0.4825], [-0.3232, 0.2721, 0.3105], [0.2532, 0.2996, 1.2561], [0.0566, 0.2611, 0.1091], [0.2100, 0.0452, -0.0160], [-0.0285, 0.1267, 0.1983], [0.0191, -0.1742, -0.1831], [-0.0722, 0.0396, -0.3163], [-0.1096, -0.0136, -0.1170], [-0.0280, 0.0235, -0.0088], [-0.0769, -0.0879, 0.1211], [0.2001, -0.0660, 0.1176], [0.0686, -0.0350, -0.0861], [0.0849, -0.1053, 0.0297], [0.0413, -0.0524, -0.0323], [-0.0335, -0.0094, -0.0908], [-0.1204, -0.1893, -0.0957], [0.0207, 0.0255, -0.0468], [-0.0028, 0.0420, 0.0005], [0.0023, 0.0011, -0.0802]]}

=====

| no. | electronic energy (eV) |
| --- | --- |
| 1 | -53612.35396 |
| 2 | -68000.92193 |
| 3 | -46944.89077 |
| 4 | -43665.40590 |